Molecular formula: C18H52O12
Method: DFT, ωB97M-V with the def2-TZVPD basis set

Structure (XYZ):
```
82
C18H52O12 ωB97M-V with the def2-TZVPD basis set
C -2.237 0.306 1.233
O -3.406 -0.428 0.939
C -4.089 -0.741 2.117
C -5.441 -1.379 1.851
O -5.515 -2.386 0.837
C -4.453 -3.281 0.767
H -2.524 1.331 1.513
H -1.606 0.367 0.348
H -1.654 -0.087 2.075
H -4.341 0.197 2.650
H -3.476 -1.312 2.825
H -6.154 -0.628 1.513
H -5.821 -1.823 2.780
H -4.813 -4.124 0.172
H -4.170 -3.712 1.739
H -3.572 -2.856 0.282
C 2.660 4.137 1.442
O 2.689 4.764 0.177
C 1.661 4.375 -0.715
C 0.337 5.075 -0.461
O -0.295 4.723 0.757
C -0.741 3.396 0.776
H 2.968 3.089 1.329
H 1.686 4.216 1.925
H 3.403 4.629 2.068
H 1.550 3.284 -0.771
H 2.026 4.713 -1.691
H -0.342 4.828 -1.291
H 0.531 6.143 -0.386
H -1.390 3.185 -0.085
H -1.332 3.244 1.681
H 0.066 2.655 0.812
C -0.771 -3.772 1.447
O -0.103 -3.968 0.238
C 0.188 -2.749 -0.441
C 0.505 -3.054 -1.879
O 1.681 -3.799 -2.085
C 1.540 -5.200 -1.966
H -1.026 -4.742 1.869
H -1.680 -3.169 1.330
H -0.131 -3.253 2.183
H 1.059 -2.303 0.050
H -0.697 -2.104 -0.398
H 0.686 -2.089 -2.366
H -0.388 -3.470 -2.366
H 1.153 -5.503 -0.993
H 2.527 -5.637 -2.104
H 0.862 -5.597 -2.734
C 4.913 1.068 4.051
O 4.574 -0.047 4.846
C 3.824 -1.051 4.199
C 2.571 -0.637 3.469
O 2.877 -0.111 2.193
C 1.730 0.361 1.521
H 5.501 1.735 4.681
H 4.022 1.588 3.700
H 5.547 0.792 3.200
H 3.518 -1.742 4.989
H 4.475 -1.636 3.534
H 1.980 0.094 4.035
H 1.989 -1.564 3.332
H 2.066 0.664 0.533
H 1.309 1.261 1.999
H 0.960 -0.419 1.519
C -3.028 1.774 -1.924
O -2.058 0.778 -2.269
H -3.151 1.780 -0.843
H -2.658 2.743 -2.272
H -4.018 1.659 -2.368
H -2.426 0.178 -2.921
C 0.003 -0.722 -6.576
O 1.227 -0.785 -5.886
H -0.499 0.249 -6.460
H 0.163 -0.870 -7.646
H -0.700 -1.472 -6.202
H 1.382 0.037 -5.411
O 1.709 1.818 -4.544
H 0.969 2.420 -4.672
H 2.487 2.381 -4.502
O 0.592 0.574 -1.805
H -0.350 0.796 -1.804
H 0.889 0.816 -2.689
```

Computed properties:
M ... 460.60 g mol⁻¹
Total energy ... -44073.363 eV
LUMO energy ... -0.09 eV
Strongest force on any atom ... 1.081 eV/A
Highest occupied orbital energy ... -9.26 eV
Net charge ... 0
Frontier orbital gap ... 9.18 eV
Relative energy (zero: lowest compared OMol25 entry of this formula, charge and spin) ... 4.1 kcal/mol